Molecular formula: C12H21CdN2OPSe
Method: DFT, the ωB97M-V functional and the def2-TZVPD basis

The calculation puts the largest force on an atom at 1.84 eV/Å. The calculation puts the molecular weight at 431.66 g mol⁻¹. As for the LUMO energy (spin up / spin down): 0.0126 / 0.0126 Ha. As for the charge: 0. For the HOMO-LUMO gap (spin up / spin down), the calculation gives 3.077 / 3.065 eV.

Atoms and positions in Å:
C (2.683, 0.424, 4.992)
P (-1.813, 0.315, -4.105)
H (-3.926, -0.468, -4.947)
H (1.281, -1.634, -2.625)
N (2.212, -0.524, 2.712)
C (1.078, -0.691, 1.980)
H (3.352, -2.181, 3.329)
H (-3.915, -0.309, -3.164)
H (0.213, 2.007, 6.758)
C (0.703, 1.544, 5.897)
C (3.387, -1.358, 2.604)
C (-3.330, -0.627, -4.036)
C (-2.157, 2.061, -4.309)
C (1.992, 0.349, 3.787)
C (-0.688, -0.356, -5.324)
C (0.034, 1.470, 4.663)
H (-1.070, -0.193, -6.344)
C (1.997, 1.014, 6.062)
H (-1.163, 0.206, -2.850)
H (0.950, -1.598, -3.306)
H (-0.749, 0.378, 2.124)
Se (0.830, -2.096, 0.760)
H (3.696, 0.027, 5.054)
H (3.439, -1.766, 1.591)
H (-2.632, 2.256, -5.281)
C (-2.146, -1.889, -1.254)
Cd (-0.045, -0.366, -0.877)
H (-0.455, 1.336, -0.975)
N (0.197, 0.237, 2.471)
H (2.459, 1.064, 7.047)
H (-3.112, -1.696, -3.932)
H (0.294, 0.126, -5.219)
H (-0.963, 1.870, 4.477)
H (-0.550, -1.433, -5.154)
H (4.261, -0.734, 2.814)
H (-2.823, 2.402, -3.504)
C (0.707, 0.838, 3.627)
H (-1.218, 2.628, -4.238)
O (-3.011, -2.632, -1.303)

Molecular formula: C12H21CdNO4PS3
Method: DFT, the ωB97M-V functional and the def2-TZVPD basis

The calculation puts the largest force on an atom at 1.08 eV/Å. The calculation puts the molecular weight at 482.89 g mol⁻¹. As for the LUMO energy: 0.1071 Ha. As for the charge: -1. For the HOMO-LUMO gap, the calculation gives 7.470 eV.

Atoms and positions in Å:
C (3.245, -4.120, 0.763)
H (3.461, -4.118, 3.508)
H (3.147, -4.638, -0.190)
H (5.619, 2.666, 0.093)
C (2.448, -3.991, 3.130)
H (-2.818, -1.137, 0.500)
C (-2.929, -1.150, -0.605)
H (-3.789, -0.498, -0.848)
H (-2.113, -7.141, 2.263)
H (1.739, -4.382, 3.857)
O (-1.824, -0.713, -1.293)
H (2.984, -3.072, 0.615)
H (4.051, 4.624, 0.076)
C (2.329, 3.366, -0.088)
H (-3.207, -2.186, -0.887)
O (-1.289, -4.390, 0.519)
H (2.579, -5.789, 1.946)
C (-2.181, -4.411, 2.815)
C (4.033, 1.264, -0.074)
C (2.316, -4.729, 1.802)
C (4.552, 2.532, 0.016)
H (-1.222, -4.342, 3.321)
H (-3.044, -5.187, 1.013)
S (0.672, -3.352, -1.244)
O (2.335, -0.212, -0.308)
O (0.966, -4.785, 1.366)
P (0.102, -3.610, 0.644)
H (-0.476, -6.491, 2.033)
H (-2.549, -3.399, 2.657)
H (4.276, -4.192, 1.107)
N (2.718, 1.021, -0.198)
H (-1.421, -7.001, 0.636)
H (4.648, 0.377, -0.053)
H (2.242, -2.934, 2.988)
C (-2.049, -5.126, 1.478)
Cd (0.026, -0.828, -0.463)
C (-1.479, -6.536, 1.619)
H (-2.886, -4.948, 3.448)
S (0.153, 1.784, -0.320)
C (3.674, 3.615, 0.006)
H (1.607, 4.165, -0.080)
C (1.819, 2.062, -0.196)
S (-0.042, -2.037, 1.895)

Molecular formula: C12H21Cl16F3O2
Method: DFT, the ωB97M-V functional and the def2-TZVPD basis

The calculation puts the largest force on an atom at 3.50 eV/Å. The calculation puts the molecular weight at 821.54 g mol⁻¹. As for the LUMO energy: 0.0012 Ha. As for the charge: 0. The SMILES is CCOC(=O)C(F)(F)F.ClCCl.ClCCl.ClCCl.ClCCl.ClCCl.ClCCl.ClCCl.ClCCl. For the HOMO-LUMO gap, the calculation gives 10.799 eV.

Atoms and positions in Å:
Cl (-4.050, 0.411, -5.480)
F (0.157, -3.144, -1.857)
C (-0.284, 5.396, 0.381)
H (-2.231, 0.588, -3.863)
Cl (0.826, 6.738, -0.140)
F (1.099, -1.387, -2.487)
H (-2.206, -3.037, 2.534)
C (2.611, -3.316, 1.252)
C (-2.199, 2.268, 4.116)
C (1.577, 1.521, 0.738)
C (-0.002, -1.820, -1.936)
Cl (5.010, 4.605, 0.201)
C (-1.782, -3.160, 3.531)
H (0.051, -5.634, -2.921)
C (-0.464, -5.603, -3.881)
Cl (7.023, 3.356, 1.954)
H (-3.279, 2.141, 0.097)
Cl (-0.011, -3.179, 3.359)
C (-0.165, -1.320, -0.485)
F (-1.081, -1.528, -2.656)
Cl (-2.357, -1.746, 4.451)
H (1.512, 2.275, 1.523)
H (-1.701, 1.561, 4.780)
Cl (-4.356, 0.981, -1.585)
H (2.650, 1.339, 0.697)
Cl (0.562, -4.682, -4.967)
Cl (3.913, -4.048, 2.242)
H (-3.030, 1.770, 3.616)
H (4.751, 2.792, 1.641)
O (-1.110, -1.616, 0.256)
Cl (-2.894, 3.600, 5.066)
Cl (-1.563, 1.967, -1.519)
C (0.830, 0.241, 1.096)
H (1.667, -3.840, 1.402)
H (-0.450, 5.494, 1.453)
Cl (-1.828, 5.319, -0.476)
H (-1.994, -4.079, 4.077)
H (-2.292, -0.959, -4.808)
H (5.692, 2.373, 0.201)
H (1.218, 1.849, -0.238)
C (5.531, 3.136, 0.963)
Cl (-1.180, 0.764, -5.965)
Cl (-1.067, 2.872, 2.815)
H (0.170, 4.439, 0.125)
C (-2.983, 1.363, -0.606)
H (-0.514, -6.582, -4.358)
H (1.257, -0.352, 1.904)
Cl (-2.118, -5.027, -3.721)
Cl (3.053, -3.397, -0.428)
H (-2.743, 0.480, -0.013)
O (0.852, -0.516, -0.114)
H (2.533, -2.250, 1.466)
H (-0.193, 0.458, 1.401)
C (-2.417, 0.124, -4.832)

Molecular formula: C12H21Cl6FO9
Method: DFT, the ωB97M-V functional and the def2-TZVPD basis

The calculation puts the largest force on an atom at 19.21 eV/Å. The calculation puts the molecular weight at 541.01 g mol⁻¹. As for the LUMO energy: 0.0124 Ha. As for the charge: 0. The relative energy (zero: lowest compared OMol25 entry of this formula, charge and spin) is 19.092 eV. For the HOMO-LUMO gap, the calculation gives 9.739 eV.

Atoms and positions in Å:
H (2.760, 3.585, -0.697)
H (2.231, 4.203, 3.938)
C (-0.704, 3.433, -2.268)
O (0.296, -5.305, 1.774)
H (-1.116, 4.176, -2.950)
O (-0.352, 1.482, 0.117)
Cl (-2.382, 2.004, 1.155)
H (-0.557, -0.323, 1.701)
H (-0.200, -1.448, 0.447)
H (-3.620, 1.919, -0.858)
H (-1.293, -1.985, -0.511)
Cl (4.307, 3.520, 2.881)
Cl (-0.573, 4.061, -0.684)
O (-0.448, -1.236, -1.723)
C (-0.858, 0.131, -1.703)
Cl (1.618, 3.754, 1.857)
O (-0.209, -3.553, 0.360)
C (-1.261, -2.596, 0.391)
O (1.891, 1.901, 0.079)
C (-0.533, -4.525, 1.261)
C (0.821, 1.163, 0.366)
H (1.275, 3.844, 0.109)
O (1.289, -0.033, 0.875)
H (-2.004, 1.073, -0.968)
H (-1.691, 0.283, -2.390)
H (0.338, 3.307, -2.565)
H (2.964, -2.871, -1.153)
H (2.168, -4.512, -1.371)
O (-1.846, -4.375, 1.536)
H (-1.217, 0.286, -0.686)
F (-1.084, -1.708, 1.384)
C (0.259, -0.905, 1.273)
C (2.544, 3.373, 3.304)
Cl (-1.658, 1.924, -2.297)
Cl (-3.591, -0.377, -0.079)
C (0.844, -1.563, -1.492)
H (2.166, -3.544, 0.171)
H (0.603, -1.656, 1.984)
C (1.787, 3.123, -0.529)
H (-3.205, -2.953, 1.257)
H (1.475, 2.915, -1.552)
O (1.726, -0.742, -1.231)
H (-2.756, -3.924, -0.249)
C (2.122, -3.522, -0.918)
H (2.258, 2.458, 3.822)
C (-2.430, -3.458, 0.681)
O (0.930, -2.916, -1.380)
H (-0.165, 0.884, -2.077)
C (-2.916, 1.229, -0.392)

Molecular formula: C12H21ClFIN2O5
Method: DFT, the ωB97M-V functional and the def2-TZVPD basis

The calculation puts the largest force on an atom at 9.78 eV/Å. The calculation puts the molecular weight at 454.66 g mol⁻¹. As for the LUMO energy: -0.0092 Ha. As for the charge: 0. The SMILES is CC[C@H](F)[C@]1(CCCI)[C@](O)(Cl)OC(=O)[C@@]1(C)O.NC(N)=O. For the HOMO-LUMO gap, the calculation gives 9.423 eV.

Atoms and positions in Å:
H (1.879, 0.316, 2.347)
O (-5.954, -3.536, 2.359)
C (0.467, 0.265, -0.724)
H (2.782, 1.965, -1.193)
O (0.018, -2.214, -1.698)
C (1.576, -0.529, 0.243)
C (2.460, 0.363, 1.305)
C (-0.730, 1.532, 1.426)
H (-2.876, -2.810, 2.545)
H (3.303, 0.514, -2.282)
H (0.313, 1.473, -2.776)
H (-3.928, -3.451, 3.778)
I (2.092, 1.400, -5.407)
H (0.735, 1.991, 3.145)
N (-4.597, -2.706, 0.761)
C (-0.174, 1.647, -0.112)
C (-4.852, -3.149, 2.007)
O (-0.757, -1.598, 0.369)
C (-0.567, -1.020, -1.003)
C (1.032, 0.717, -2.230)
Cl (-2.081, -0.717, -2.043)
H (3.533, -0.061, 1.527)
C (-0.019, 2.627, 2.472)
H (-0.576, 0.483, 1.933)
H (0.506, 3.513, 1.917)
O (2.642, -1.310, -0.452)
F (-1.305, 2.205, -0.930)
H (-0.638, -2.480, -2.412)
H (4.003, 2.382, -3.634)
H (1.123, -0.218, -2.966)
C (2.816, 2.354, -3.535)
H (-0.861, 2.988, 3.238)
H (3.484, -0.774, -0.533)
H (-1.885, 1.794, 1.451)
H (-5.367, -2.703, 0.105)
C (2.518, 1.408, -2.189)
N (-3.787, -3.128, 2.830)
H (2.450, 3.459, -3.408)
H (0.680, 2.468, -0.114)
H (2.471, 1.502, 0.953)
O (1.114, -2.797, 1.608)
H (-3.691, -2.386, 0.465)
C (0.651, -1.781, 0.855)